Record 1
ORCA calculation (ωB97M-V/def2-TZVPD) on 16 unconnected molecules or ions with the total composition C56H136F12N8O20S4 at a distorted geometry.

The net charge is +4. The value obtained for the relative energy (zero: lowest compared OMol25 entry of this formula, charge and spin) is 485.7 kcal per mole. The HOMO energy is -9.90 eV.

The geometry in XYZ format:
```
236
Properties=species:S:1:pos:R:3:forces:R:3
C -2.462861 -10.049203 1.723216 0.404 0.883 -1.309
N -2.647884 -10.947539 2.863279 0.989 1.511 1.268
C -1.267026 -11.572194 3.189711 -1.545 0.925 2.631
C -3.101001 -10.098313 4.050615 0.208 -0.885 1.066
C -3.618108 -12.013791 2.569110 1.336 -1.903 -1.142
C -4.976223 -11.688537 2.031441 1.183 1.152 -0.371
O -4.905461 -11.425591 0.645592 1.500 0.260 0.902
H -3.329147 -9.419308 1.538384 -0.282 -0.301 0.125
H -2.280023 -10.653032 0.841126 -0.055 -0.060 -0.155
H -1.627430 -9.346166 1.816521 -0.122 -0.491 0.475
H -0.573806 -10.760913 3.466834 -0.259 -0.228 -0.754
H -0.991963 -12.176339 2.367485 0.508 -0.528 -0.692
H -1.388122 -12.134236 4.160142 0.002 0.095 -1.284
H -2.350150 -9.311415 4.204902 -0.283 -0.177 -0.225
H -3.071579 -10.766001 4.996361 -0.453 1.088 -1.622
H -4.099527 -9.631275 3.838872 1.012 -0.685 0.289
H -3.704895 -12.529092 3.527269 -0.065 -0.467 -0.313
H -3.110730 -12.632446 1.741589 -0.699 0.442 1.517
H -5.342520 -10.848742 2.575501 -0.778 0.850 0.351
H -5.549732 -12.526849 2.292671 -1.122 -1.225 0.040
H -5.715795 -11.638933 0.237797 -1.524 -0.370 -0.747
C -1.011613 -2.298625 0.467570 -0.320 -0.047 0.352
N -1.742743 -1.008953 0.313981 -0.447 0.082 -0.484
C -3.187318 -1.231144 0.470099 -1.405 1.745 -0.694
C -1.314320 -0.045723 1.403447 1.396 -0.670 -1.261
C -1.349962 -0.498197 -1.095435 -0.448 -1.029 -0.254
C -2.078112 0.774044 -1.586800 1.001 0.230 -0.129
O -1.876846 1.902592 -0.755948 -0.298 0.111 -0.400
H -1.444309 -3.094534 -0.171607 0.525 0.682 0.164
H -1.080677 -2.633565 1.502276 -0.108 0.023 -0.130
H 0.002240 -1.991591 0.249119 0.434 -0.773 -0.168
H -3.739602 -0.332288 0.079124 0.664 -0.675 0.521
H -3.433148 -1.290770 1.525221 0.070 -0.416 0.028
H -3.576247 -2.049536 -0.116296 0.301 -0.544 0.033
H -0.254592 0.115948 1.128610 -0.423 0.339 0.679
H -1.382528 -0.575482 2.358842 -0.246 0.518 -0.095
H -1.873338 0.868369 1.233499 -0.012 -0.042 0.570
H -1.632419 -1.356727 -1.752909 0.083 0.682 0.275
H -0.234765 -0.510628 -1.107120 -0.810 0.726 -0.021
H -3.147988 0.643131 -1.691526 -0.308 -0.334 0.408
H -1.793910 0.949294 -2.649585 0.409 -0.122 0.606
H -0.993954 2.320231 -0.903503 -0.193 -0.715 0.099
C -1.033449 3.556417 7.773363 0.266 -1.235 0.495
N 0.085918 4.027561 8.626207 1.542 1.356 -0.102
C 0.680119 2.937527 9.444178 0.223 -0.791 0.335
C 1.141978 4.514355 7.640309 0.216 -0.848 0.517
C -0.348947 5.128403 9.599473 -1.134 -1.830 -0.888
C -1.157609 6.227466 9.000414 1.439 1.721 1.413
O -0.464110 6.980197 8.027461 0.099 0.132 -0.485
H -1.217904 4.209521 6.962451 -0.033 0.951 -0.615
H -1.904573 3.477899 8.378550 -0.771 -0.249 0.489
H -0.759890 2.587958 7.348601 0.003 0.062 0.120
H 0.789027 2.043051 8.838535 0.171 0.065 -0.273
H 0.041695 2.674650 10.277984 -0.450 0.122 0.022
H 1.644017 3.209706 9.892279 -0.242 0.299 -0.475
H 1.363865 3.656075 7.014361 0.390 -0.152 0.097
H 2.014095 4.981336 8.093890 -0.055 -0.496 0.469
H 0.720031 5.252097 7.031231 -0.871 1.061 -0.765
H 0.478534 5.502310 10.150809 0.989 0.061 0.224
H -1.024177 4.559626 10.271662 0.370 0.624 -0.057
H -1.233148 6.873815 9.904211 -0.936 -0.267 -0.485
H -2.071928 5.866370 8.631474 -1.476 -0.283 -0.316
H -0.929800 7.820798 7.874485 0.246 -0.498 0.157
C 3.044480 -5.786469 -4.455801 0.297 -1.220 0.701
N 2.610289 -6.271381 -3.043692 1.510 -0.194 -0.536
C 1.115413 -6.255428 -2.951275 0.744 0.561 -0.293
C 3.130451 -7.699865 -2.882858 1.748 1.406 -2.001
C 3.201485 -5.408176 -1.955104 0.988 1.514 1.155
C 4.742426 -5.186694 -1.940761 -0.934 -2.099 -0.449
O 5.082602 -4.223257 -2.875016 0.700 0.322 -0.099
H 2.894351 -4.718265 -4.538553 -0.535 0.065 -0.024
H 2.444700 -6.430652 -5.139504 0.555 0.831 0.236
H 4.137638 -5.957835 -4.575481 -0.853 -0.128 0.151
H 0.901170 -6.577347 -1.934241 -0.433 0.323 -0.017
H 0.755425 -6.994535 -3.678869 -0.134 0.459 0.124
H 0.859647 -5.193546 -3.190501 -0.350 -1.032 0.314
H 2.891901 -8.217496 -3.832545 -0.103 0.029 0.788
H 2.736298 -8.155782 -2.012816 -0.473 -0.364 0.790
H 4.264725 -7.609002 -2.853526 -1.606 -0.398 0.134
H 3.096958 -5.880292 -0.980377 -1.212 -0.240 -0.152
H 2.751567 -4.351055 -1.974018 0.102 -1.878 -0.055
H 5.231065 -6.191154 -2.143679 -0.097 1.361 -0.234
H 5.046623 -5.013438 -0.890758 -0.210 0.598 -0.365
H 4.412384 -3.526628 -2.813666 0.243 0.275 -0.222
C 5.283956 -0.132907 -8.278812 1.291 1.978 0.824
C 6.186757 1.013541 -7.634287 -1.422 0.074 -1.486
N 7.073293 0.567227 -6.530936 0.750 -0.795 -0.013
C 6.241072 -0.095781 -5.444263 0.136 0.577 0.043
C 8.118789 -0.371577 -7.105612 -1.188 -2.112 -0.114
C 9.200579 -0.859022 -6.145897 -0.159 1.809 0.836
C 7.797817 1.691064 -5.901660 2.008 0.980 -0.578
C 6.961885 2.866936 -5.579470 0.291 0.211 0.605
O 6.024300 2.498113 -4.619148 -0.454 0.440 -0.261
C 5.097453 3.537436 -4.374628 -0.796 -1.049 0.365
H 5.922546 -0.916543 -8.630213 0.026 -0.718 -0.030
H 4.811180 0.285910 -9.158773 -0.192 0.188 -0.020
H 4.541980 -0.419461 -7.555468 -0.255 -0.521 0.049
H 5.552098 1.789710 -7.199643 -0.152 -0.358 -0.124
H 6.745527 1.523986 -8.447301 0.187 -0.474 0.705
H 5.410992 0.563990 -5.196528 -0.031 -0.424 -0.376
H 6.857742 -0.078930 -4.570948 0.280 -0.350 0.533
H 5.952884 -1.101259 -5.682990 -0.126 -0.307 -0.404
H 8.540102 0.059157 -8.009814 0.004 0.407 0.110
H 7.496534 -1.237279 -7.447723 0.726 0.575 0.298
H 9.731700 -1.685917 -6.591102 0.038 -0.279 0.065
H 8.821158 -1.074869 -5.124191 0.102 -0.379 -0.816
H 9.909557 -0.022124 -5.987952 -0.028 -0.600 -0.156
H 8.715174 2.001338 -6.484570 -1.332 -0.294 -0.169
H 8.292081 1.379764 -4.989978 -0.387 -0.566 0.322
H 6.476316 3.324387 -6.405692 -0.390 0.346 -1.096
H 7.629390 3.613555 -5.190992 0.519 0.608 0.357
H 5.589784 4.417097 -4.022381 0.301 0.694 0.420
H 4.461101 3.074971 -3.638962 -0.310 0.409 0.721
H 4.416660 3.801784 -5.194812 0.501 -0.190 -0.502
C -13.723045 10.814316 -0.505391 1.424 -0.922 -0.920
C -14.335666 11.937717 -0.209728 -0.404 0.395 1.937
N -10.763649 5.908039 0.639942 3.778 -0.270 -0.085
C -9.294635 5.297277 1.100240 -4.170 -0.289 0.430
C -11.585519 6.373275 1.483069 0.072 0.294 0.410
C -11.334215 6.533729 2.937984 -2.990 -3.813 -1.178
C -10.996544 6.176230 -0.806243 2.065 -1.971 -0.029
C -10.941929 4.888501 -1.543712 -0.152 0.100 -0.587
O -11.991747 4.472102 -2.232343 0.928 -1.808 -0.937
C -11.804852 3.272378 -3.288990 0.131 1.353 2.049
H -13.172082 9.774023 -10.338469 0.016 -0.033 0.058
H -13.241408 10.080849 0.194588 -1.252 0.563 -0.542
H -13.497612 10.687147 -1.590946 0.242 -0.112 1.026
H -14.756221 12.237873 0.772821 0.712 -0.432 -0.528
H -14.367017 12.705078 -0.934745 -0.709 0.491 -0.968
H -8.654331 4.956969 0.321016 -0.061 0.162 -0.935
H -9.649192 4.461349 1.708297 0.432 -0.113 -0.223
H -8.862909 5.989012 1.754941 0.707 1.289 0.623
H -12.179243 -4.230765 2.872652 0.030 0.014 -0.005
H -12.629731 6.582745 1.081020 1.515 0.354 0.572
H -12.346544 6.159884 3.165606 -0.067 -0.033 1.079
H -11.416496 7.464445 3.308772 0.069 3.652 0.748
H -10.725333 5.919769 3.563827 1.146 -0.432 -0.461
H -10.098778 6.745925 -1.171735 -0.998 0.237 0.601
H -11.897971 6.691435 -0.746987 -1.512 1.043 -1.146
H -9.918581 4.514408 -1.643302 -0.534 -0.524 -0.501
H 7.045533 -14.094331 12.728404 -0.007 0.001 -0.001
H -10.906288 3.557908 -3.886509 -1.274 -0.017 -0.052
H -12.846719 3.284804 -3.673529 1.246 -0.163 -0.373
H -11.550731 2.312699 -2.768413 -0.496 1.021 -0.060
C 4.046505 -0.551819 4.791251 1.792 0.698 0.112
C 4.480391 -1.876780 4.147490 0.264 0.166 1.422
N 3.540556 -2.455429 3.127422 0.729 -0.184 0.317
C 4.228785 -3.778820 2.648421 1.064 1.478 -0.485
C 2.279642 -2.872577 3.843938 0.147 0.769 -0.970
C 1.163654 -3.244165 2.905377 1.390 -0.064 -1.187
C 3.191495 -1.448213 2.032171 1.501 -1.431 -1.740
C 4.466347 -0.808378 1.431902 -0.776 -1.254 0.571
O 5.071357 -1.699971 0.532088 0.162 -0.969 0.939
C 5.721653 -1.137569 -0.560318 -0.067 1.914 -0.935
H 5.004426 -0.081568 5.163142 -0.900 -0.250 -0.625
H 3.451810 -0.566381 5.678302 -0.667 -0.810 0.471
H 3.530787 0.149596 4.149989 0.140 0.098 -0.447
H 4.684097 -2.597071 4.969772 -0.731 0.017 -0.605
H 5.479185 -1.789969 3.725887 -0.207 0.157 -0.476
H 4.362919 -4.276469 3.595439 0.396 -0.399 0.059
H 5.239960 -3.619597 2.088726 -2.087 0.089 1.090
H 3.537450 -4.361040 2.060486 -0.159 0.066 -0.340
H 1.979744 -2.069046 4.472329 -0.240 0.875 0.295
H 2.600755 -3.627803 4.490883 0.236 -1.584 0.856
H 0.443923 -3.737885 3.518281 -0.795 -0.492 -0.023
H 1.558862 -3.911384 2.070929 -0.992 0.607 1.070
H 0.757713 -2.322898 2.468797 -0.025 -0.423 0.251
H 2.502021 -0.660772 2.297116 -0.331 -0.227 0.755
H 2.769961 -2.130815 1.267867 -0.080 0.861 0.150
H 5.103025 -0.607536 2.290481 0.450 0.621 -0.381
H 4.189435 0.061118 0.894406 -0.385 1.199 -0.195
H 4.990234 -0.892669 -1.351983 0.403 -0.546 -0.031
H 6.534774 -1.763577 -0.860391 0.069 -0.853 -0.491
H 6.234771 -0.169890 -0.397136 -0.313 -0.161 0.724
C 0.305361 6.405935 -5.718417 -0.636 1.749 -2.905
C 1.146731 6.201253 -4.544192 2.158 -2.591 0.718
N 0.512520 5.425554 -3.386761 0.101 1.276 0.055
C -0.703034 6.174473 -2.960795 0.288 -0.527 0.431
C 0.074784 4.000890 -3.717502 -0.230 1.048 -1.225
C 1.142566 3.120629 -4.327245 0.823 -0.147 0.363
C 1.477021 5.362687 -2.260969 1.723 -0.070 0.176
C 1.701070 6.580898 -1.325454 -0.583 -0.722 -1.138
O 2.138344 7.661875 -2.083573 -0.136 0.849 -0.065
C 2.442927 8.816889 -1.289360 0.250 0.313 -0.812
H -0.477146 7.175054 -5.565561 0.151 -0.583 0.053
H -0.123262 5.564133 -6.324734 0.498 0.386 1.092
H 0.987838 6.936334 -6.455739 -0.711 -0.616 0.676
H 1.553523 7.094076 -4.092752 -0.277 0.389 0.002
H 2.074783 5.590213 -4.822455 -1.267 0.697 0.379
H -0.562304 7.249148 -2.831458 0.408 -0.238 -0.165
H -1.036567 5.733953 -2.019443 -0.222 0.030 -0.189
H -1.343672 5.956781 -3.775999 -1.372 0.289 -0.302
H -0.757093 4.110550 -4.414264 0.127 0.117 -0.282
H -0.399849 3.655076 -2.818032 0.348 -0.521 0.448
H 1.943440 2.847823 -3.615082 -0.380 0.240 -0.260
H 1.592779 3.474393 -5.272997 -0.308 0.305 0.545
H 0.676315 2.196349 -4.615005 -0.353 -0.572 0.064
H 2.468579 5.142142 -2.763570 -1.009 0.045 0.887
H 1.150282 4.505296 -1.677977 0.385 0.086 0.189
H 2.510724 6.243829 -0.713792 0.478 -0.354 0.887
H 0.850612 6.853699 -0.681179 -0.017 -0.226 -0.206
H 3.144669 8.550571 -0.480749 0.016 0.189 -0.414
H 1.538221 9.237498 -0.805819 0.296 -0.137 -0.415
H 2.885389 9.529618 -2.044969 -0.426 -0.535 1.272
C -0.863177 -1.012876 6.317224 1.635 -1.069 0.426
F -1.761589 -1.677098 5.627550 -0.765 -0.207 -0.704
F -1.396676 -0.625197 7.453130 -0.536 0.627 0.662
F 0.102949 -1.922348 6.645619 -0.030 0.343 -0.148
S -0.133977 0.367660 5.362693 2.036 -0.780 -0.474
O 0.745402 -0.359476 4.385902 -1.835 1.515 1.253
O -1.333761 0.999226 4.880418 0.005 0.304 -0.609
O 0.625911 1.152352 6.345610 -0.467 -0.484 -0.532
C 0.416734 -7.222719 2.551056 0.271 -0.549 2.683
F 1.413182 -6.423490 3.085342 -1.155 -1.309 -0.732
F 0.843856 -8.521800 2.489012 0.153 1.416 -0.177
F -0.603861 -7.259487 3.472734 0.765 0.247 -0.511
S -0.213841 -6.599451 0.999928 0.677 0.207 -1.537
O 1.044330 -6.444175 0.241083 -1.164 -0.464 0.293
O -1.078241 -7.728260 0.609577 0.772 1.858 0.144
O -0.801306 -5.305140 1.331549 -0.194 -1.212 -0.199
C 1.414095 3.212582 1.354782 0.839 0.510 -0.723
F 1.214580 4.518737 1.065053 0.455 0.098 -0.328
F 2.473916 3.100038 2.148746 0.327 0.130 0.180
F 0.361174 2.861887 2.038749 -1.078 -1.022 0.296
S 1.764691 2.225795 -0.211785 1.277 1.828 -0.389
O 3.077045 2.780119 -0.679134 -2.774 -1.462 0.949
O 1.685598 0.864014 0.270957 0.331 0.185 -0.343
O 0.635205 2.646244 -1.079226 0.785 -0.464 0.406
C 2.053295 -1.101776 -5.278887 0.113 -2.685 0.118
F 0.793217 -0.777027 -5.482983 -0.436 0.082 -0.383
F 2.357104 -2.266396 -6.013376 -0.582 1.682 0.635
F 2.837597 -0.162372 -5.730276 0.523 1.171 -0.647
S 2.412422 -1.479170 -3.513356 -0.007 -3.255 -0.947
O 3.818344 -1.267004 -3.502385 2.084 0.266 0.120
O 1.656141 -0.623574 -2.693258 -1.684 1.658 1.048
O 2.055688 -2.911981 -3.425008 -0.029 1.126 0.081
```
Positions in Å, forces in eV/Å.

Record 2
ORCA calculation (ωB97M-V/def2-TZVPD) on 2 unconnected molecules or ions with the total composition C10H16 at a distorted geometry.

Its SMILES is CCc1ccccc1.CC. The value obtained for the relative energy (zero: lowest compared OMol25 entry of this formula, charge and spin) is 31.9 kcal per mole. The HOMO energy is -8.93 eV.

The geometry in XYZ format:
```
26
Properties=species:S:1:pos:R:3:forces:R:3
C -2.188699 -2.734357 0.360472 0.789 -0.687 -1.028
C -1.146629 -1.883011 -0.453533 0.153 1.082 2.535
C -1.122327 -0.496574 0.215148 -0.338 -0.074 -1.801
C -2.101494 0.406366 -0.193235 -0.540 0.807 1.564
C -2.129714 1.651442 0.431058 -0.456 -0.061 -0.300
C -1.081500 2.090968 1.227550 -0.549 -0.028 0.353
C -0.123397 1.191784 1.654176 0.080 0.289 -0.273
C -0.205082 -0.113632 1.181005 0.307 -0.870 0.019
H -2.862149 -3.135643 -0.403642 -0.202 -0.419 0.718
H -2.724946 -2.335014 1.224649 -0.038 0.887 -0.636
H -1.588336 -3.494721 0.846681 -0.237 -0.779 -0.259
H -0.144136 -2.306321 -0.277366 -0.384 -0.066 -0.511
H -1.358691 -1.803175 -1.527068 -0.019 -0.075 0.445
H -3.020970 0.121025 -0.701806 0.518 -0.253 -0.425
H -3.051807 2.226359 0.378889 0.353 0.298 -0.384
H -1.118435 3.084256 1.649459 0.097 0.128 -0.029
H 0.658874 1.590320 2.302626 -0.142 -0.643 0.012
H 0.372198 -0.949390 1.569910 0.572 0.452 0.038
C 3.264419 0.584388 -1.867883 -0.860 1.287 -0.872
C 2.964514 1.177726 -0.483809 0.860 -2.095 0.490
H 2.396615 0.145748 -2.360885 -0.138 -0.496 0.446
H 3.409879 1.434523 -2.549421 0.709 -0.309 0.012
H 4.084974 -0.116652 -1.899876 0.257 0.011 -0.070
H 3.569581 0.602353 0.239243 0.292 0.567 -0.090
H 1.991761 0.835652 -0.135013 -0.440 1.115 -0.223
H 3.255489 2.225585 -0.427317 -0.643 -0.066 0.267
```
Positions in Å, forces in eV/Å.